Record 1
Density functional theory data (ωB97M-V/def2-TZVPD) for the ion C2H4O3P with charge -1.

frontier orbital gap = 7.87 eV
net charge = -1
SMILES = C=C([O-])O[PH2]=O

Element x y z (Å)
C 0.778 0.804 -0.047
C 1.630 -0.088 -0.559
O 0.802 1.706 0.772
O -0.675 0.565 -0.656
O -2.872 -0.565 -0.187
P -1.497 -0.325 0.278
H 2.671 0.001 -0.294
H 1.348 -0.794 -1.311
H -0.767 -1.509 0.444
H -1.418 0.205 1.561

Record 2
Density functional theory data (ωB97M-V/def2-TZVPD) for the molecule C3H5O2S.

frontier orbital gap (alpha / beta) = 9.99 / 5.44 eV
expectation value of S² = 0.766
net charge = 0
spin multiplicity = 2

Element x y z (Å)
O -0.749 2.381 -0.628
C 0.224 1.632 -0.491
O 1.299 1.649 -1.221
C -0.349 0.268 0.131
C 0.676 -0.808 0.305
S -0.256 -2.409 0.240
H -0.611 0.515 1.222
H -1.141 0.117 -0.600
H 1.463 -0.656 -0.341
H 1.002 -0.814 1.323
H -1.559 -1.874 0.059

Record 3
Density functional theory data (ωB97M-V/def2-TZVPD) for a structure of composition C42H48BBaBrCl2IN7O2S2.

frontier orbital gap = 4.93 eV
net charge = -2

Element x y z (Å)
Ba -0.920 -0.628 0.602
C -1.555 3.485 -1.468
C -1.019 3.373 -0.080
C -1.224 4.231 1.014
C -0.532 3.659 2.063
C -0.379 4.126 3.472
N 0.068 2.546 1.589
N -0.255 2.352 0.276
B 1.116 1.582 2.179
N 0.710 1.114 3.588
N -0.337 0.242 3.619
C -0.540 -0.047 4.899
C -1.585 -1.015 5.348
C 0.375 0.646 5.706
C 1.160 1.372 4.830
C 2.291 2.293 5.152
N 2.564 2.117 2.127
N 3.520 1.230 2.498
C 4.684 1.802 2.251
C 5.961 1.086 2.553
C 4.494 3.088 1.711
C 3.125 3.246 1.631
C 2.377 4.388 1.021
H -2.037 4.453 -1.613
H -2.302 2.708 -1.640
H -0.750 3.374 -2.197
H -1.830 5.122 1.046
H -1.104 4.914 3.676
H 0.621 4.530 3.651
H -0.547 3.310 4.175
H 1.082 0.616 1.470
H -1.420 -2.003 4.915
H -2.585 -0.687 5.064
H -1.549 -1.113 6.434
H 0.473 0.598 6.779
H 2.356 2.404 6.235
H 2.144 3.280 4.711
H 3.236 1.906 4.773
H 5.784 0.011 2.556
H 6.360 1.370 3.530
H 6.719 1.315 1.802
H 5.243 3.789 1.377
H 3.096 5.080 0.583
H 1.779 4.935 1.751
H 1.709 4.046 0.229
O 2.417 2.100 -2.755
C 2.792 1.646 -1.459
C 3.281 0.207 -1.423
C 2.176 -0.864 -1.541
C 2.297 -1.982 -0.521
C 3.514 -2.639 -0.407
C 3.494 -3.931 0.207
C 2.405 -4.363 0.867
C 1.293 -3.395 1.132
N 1.177 -2.344 0.106
H 1.586 1.678 -3.021
H 1.958 1.777 -0.763
H 3.597 2.310 -1.136
H 3.819 0.059 -0.483
H 4.008 0.089 -2.231
H 2.211 -1.336 -2.527
H 1.178 -0.406 -1.496
H 4.367 -2.314 -0.989
H 4.334 -4.604 0.054
H 2.322 -5.375 1.245
H 0.344 -3.941 1.167
Cl -3.266 -1.863 2.596
C -4.273 -2.992 1.728
C -5.575 -3.119 2.172
C -6.425 -4.032 1.567
C -5.935 -4.809 0.528
C -4.629 -4.658 0.102
Cl -4.105 -5.709 -1.191
C -3.719 -3.730 0.660
S -2.096 -3.546 0.109
H -5.916 -2.499 2.990
H -7.449 -4.137 1.900
H -6.563 -5.540 0.035
O -0.018 1.037 -3.838
S -1.487 0.755 -3.856
C -1.948 0.845 -5.598
C -0.955 1.084 -6.530
C -1.298 1.174 -7.874
C -2.621 1.034 -8.266
C -3.610 0.809 -7.315
C -3.277 0.719 -5.973
C -1.667 -1.017 -3.689
C -0.553 -1.819 -3.872
C -0.686 -3.189 -3.703
C -1.920 -3.729 -3.366
C -3.023 -2.908 -3.183
C -2.901 -1.535 -3.328
H 0.066 1.199 -6.188
H -0.528 1.356 -8.614
H -2.885 1.105 -9.314
H -4.643 0.705 -7.622
H -4.040 0.547 -5.223
H 0.401 -1.363 -4.104
H 0.183 -3.828 -3.791
H -2.012 -4.790 -3.174
H -3.959 -3.334 -2.850
H -3.726 -0.875 -3.087
I 1.572 -3.885 4.213
C 1.375 -2.623 2.459
H 2.217 -1.934 2.495
H 0.440 -2.099 2.660
Br -3.693 0.572 -0.579

Record 4
Density functional theory data (ωB97M-V/def2-TZVPD) for a cluster of 2 separate species, C6H12 in total.

frontier orbital gap (alpha / beta) = 7.45 / 7.97 eV
net charge = 0

Element x y z (Å)
C 1.498 0.656 0.672
C 1.577 -0.508 -0.148
C 0.081 -1.315 -0.437
C -0.774 -1.446 0.801
C -1.142 -0.662 -0.369
C -1.089 1.621 0.253
H 1.707 1.630 0.236
H -0.094 0.986 0.483
H 1.697 0.577 1.738
H 2.125 -1.341 0.298
H 1.929 -0.308 -1.163
H 0.306 -2.105 -1.149
H -0.366 -0.894 1.666
H -1.314 -2.355 1.065
H -2.010 -0.505 -0.989
H -1.990 1.329 0.792
H -1.310 1.804 -0.799
H -0.720 2.564 0.681

Record 5
Density functional theory data (ωB97M-V/def2-TZVPD) for a cluster of 2 separate species, C17H23O6 in total.

frontier orbital gap = 3.85 eV
net charge = -1

Element x y z (Å)
O 2.872 2.149 -1.582
C 2.786 1.003 -1.236
O 1.632 0.412 -0.860
C 0.487 1.256 -0.757
C -0.492 1.059 -1.906
C -1.787 0.665 -1.189
C -2.782 -0.136 -2.019
C -3.605 -1.175 -1.231
C -5.106 -0.868 -1.222
C -5.898 -1.934 -0.478
O -5.911 -3.184 -1.169
O -1.318 -0.077 -0.031
C -0.282 0.678 0.454
O -0.047 0.840 1.605
C 3.931 0.047 -1.164
C 4.281 -0.518 0.056
C 5.345 -1.404 0.116
C 6.040 -1.737 -1.040
C 5.685 -1.168 -2.255
C 4.630 -0.272 -2.323
H 0.715 2.291 -0.515
H -0.637 1.966 -2.491
H -0.180 0.210 -2.513
H -2.281 1.548 -0.768
H -2.236 -0.650 -2.814
H -3.466 0.557 -2.514
H -3.269 -1.252 -0.199
H -3.465 -2.163 -1.672
H -5.479 -0.776 -2.248
H -5.257 0.084 -0.701
H -6.919 -1.600 -0.277
H -5.384 -2.141 0.462
H -6.200 -3.014 -2.071
H 3.730 -0.280 0.957
H 5.639 -1.843 1.059
H 6.857 -2.447 -0.989
H 6.220 -1.428 -3.159
H 4.343 0.183 -3.262
C 0.280 1.426 5.013
C 1.420 2.358 5.493
O 1.346 2.717 6.780
H -0.689 1.918 5.147
H 0.385 1.162 3.950
H 0.280 0.502 5.599
H 1.412 3.222 4.760
H 2.373 1.816 5.207